# 1
Below is a 6-piece molecular cluster, C27H44Cl2O18 overall, with properties calculated with wB97M-V/def2-TZVPD.

Geometry as XYZ:
```
91
Properties=species:S:1:pos:R:3:forces:R:3
C -7.680 5.291 -1.184 -0.8 -0.2 0.4
C -8.712 4.589 -2.206 0.0 1.4 -0.1
C -8.122 4.328 -3.660 -0.7 -0.5 -0.4
C -7.681 2.806 -3.970 0.4 0.2 0.0
C -7.117 2.044 -2.696 -1.8 -0.7 0.8
C -6.532 0.612 -2.907 3.6 -0.2 1.4
C -5.240 0.207 -2.472 -2.7 -1.3 -0.7
C -4.000 0.883 -1.851 0.9 2.5 -2.5
Cl -3.154 0.475 -0.307 -1.5 0.2 -1.6
C -3.435 1.903 -2.668 -0.2 -1.3 1.0
C -3.988 2.390 -4.063 0.0 1.0 0.6
Cl -1.895 2.748 -2.162 -1.9 -1.0 -0.5
C -5.415 -1.348 -2.562 0.4 -1.5 4.7
O -5.080 -2.037 -1.608 0.3 1.0 -2.6
O -6.430 -1.872 -3.414 0.6 3.8 0.9
C -7.052 -0.632 -3.699 -0.1 1.9 -4.7
O -7.554 -0.441 -4.806 0.1 -0.9 3.1
H -6.889 4.566 -0.803 -0.9 1.1 -0.6
H -7.214 6.242 -1.623 -0.5 -1.6 0.4
H -8.280 5.652 -0.272 0.9 -0.6 -1.2
H -9.199 3.656 -1.787 0.7 1.1 -0.3
H -9.558 5.357 -2.331 1.1 -1.2 0.2
H -8.975 4.537 -4.398 1.3 -0.2 0.9
H -7.302 5.078 -3.898 -0.9 -1.0 0.4
H -6.900 2.779 -4.798 -1.1 0.1 0.9
H -8.580 2.221 -4.332 1.1 0.7 0.3
H -6.464 2.685 -2.002 -0.5 -1.2 -1.3
H -8.067 1.846 -2.066 1.5 0.3 -0.7
H -4.100 1.542 -4.791 -0.1 0.8 0.8
H -3.337 3.202 -4.546 -0.6 -1.4 1.0
H -4.978 2.930 -3.873 1.2 -1.0 -0.4
C 2.302 -3.257 0.062 0.5 0.1 0.0
O 0.918 -3.477 0.331 -0.3 0.1 -0.1
C 0.088 -2.983 -0.601 -0.1 -0.1 0.0
O 0.413 -2.395 -1.601 -0.1 -0.2 0.3
O -1.168 -3.259 -0.220 0.5 0.0 -0.1
C -2.173 -2.788 -1.121 -0.4 0.1 -0.3
H 2.874 -3.697 0.879 -0.3 0.0 0.0
H 2.598 -3.746 -0.868 -0.1 0.2 0.0
H 2.523 -2.189 0.023 -0.1 -0.1 -0.1
H -2.063 -3.258 -2.101 0.1 0.1 0.1
H -2.132 -1.700 -1.207 0.1 -0.3 -0.1
H -3.144 -3.066 -0.713 0.3 0.0 0.2
C 6.737 -1.676 5.073 0.3 0.3 0.0
O 5.770 -2.677 5.383 -0.4 -0.1 -0.3
C 4.862 -2.884 4.414 0.0 -0.1 0.2
O 4.808 -2.310 3.352 0.1 -0.2 0.4
O 4.021 -3.840 4.833 0.3 0.3 -0.1
C 2.995 -4.164 3.897 -0.4 -0.1 -0.2
H 7.416 -1.591 5.921 -0.2 -0.2 0.0
H 7.317 -1.960 4.194 -0.1 0.1 0.0
H 6.254 -0.709 4.921 0.0 -0.1 -0.1
H 3.426 -4.547 2.970 0.0 0.2 0.1
H 2.364 -3.295 3.700 0.1 -0.1 -0.1
H 2.376 -4.946 4.337 0.2 0.1 0.2
C -1.403 -2.670 7.409 -0.1 0.1 0.4
O -0.895 -3.080 6.141 0.0 0.1 -0.3
C -1.374 -2.375 5.103 0.1 -0.1 -0.1
O -2.163 -1.467 5.169 0.2 -0.2 0.0
O -0.820 -2.860 3.982 -0.1 0.1 0.4
C -1.241 -2.200 2.787 0.0 0.2 -0.5
H -0.949 -3.306 8.169 0.1 -0.1 -0.3
H -1.130 -1.634 7.617 -0.2 -0.1 -0.1
H -2.486 -2.800 7.451 0.1 0.2 -0.1
H -0.961 -1.144 2.812 -0.2 0.0 0.1
H -2.318 -2.311 2.645 0.1 0.1 0.1
H -0.732 -2.672 1.950 0.0 -0.1 0.4
C 8.029 -2.281 1.371 -0.5 -0.2 -0.1
O 9.043 -1.333 1.702 0.4 0.0 0.0
C 10.264 -1.653 1.248 -0.1 0.1 0.1
O 10.548 -2.635 0.611 -0.1 0.3 0.2
O 11.114 -0.686 1.626 -0.3 -0.2 0.0
C 12.462 -0.897 1.208 0.4 0.0 -0.1
H 7.087 -1.922 1.788 0.2 0.2 0.0
H 7.918 -2.363 0.288 0.1 -0.1 0.1
H 8.252 -3.255 1.812 0.1 0.0 -0.2
H 12.527 -0.925 0.118 0.0 -0.2 0.1
H 12.861 -1.815 1.642 -0.1 0.0 -0.2
H 13.056 -0.057 1.568 -0.3 0.0 0.1
C 3.786 5.717 -2.334 0.2 0.3 0.2
O 3.153 4.900 -3.318 -0.1 -0.3 0.0
C 2.738 3.709 -2.859 0.0 0.0 -0.2
O 2.859 3.305 -1.730 0.0 0.1 -0.3
O 2.166 3.049 -3.876 0.2 0.3 0.2
C 1.675 1.754 -3.530 -0.2 -0.4 0.1
H 4.078 6.650 -2.816 -0.1 -0.2 -0.2
H 3.095 5.948 -1.522 0.1 -0.2 0.0
H 4.685 5.230 -1.950 -0.2 0.0 0.1
H 0.899 1.828 -2.765 0.2 0.0 0.0
H 2.489 1.110 -3.193 -0.1 0.1 0.1
H 1.235 1.314 -4.425 0.1 0.3 0.0
```
Positions in Å, forces in eV/Å.

## Properties
E_tot (eV): -90608.7590
Highest occupied orbital energy (eV): -9.6
Frontier orbital gap (eV): 8.432
LUMO energy (eV): -1.22
SMILES: CCCCCC1=C(/C(Cl)=C(\C)Cl)C(=O)OC1=O.COC(=O)OC.COC(=O)OC.COC(=O)OC.COC(=O)OC.COC(=O)OC


# 2
Below is a 11-piece molecular cluster, C27H44N12O3 overall, with properties calculated with wB97M-V/def2-TZVPD.

Geometry as XYZ:
```
86
Properties=species:S:1:pos:R:3:forces:R:3
C -0.920 0.113 3.300 -0.6 -0.1 -0.9
C -0.745 0.128 1.715 0.1 -1.4 1.4
O -2.075 -0.140 1.209 0.6 0.2 0.0
C 0.156 -1.121 1.345 -0.3 0.7 -1.3
N 1.598 -0.793 1.089 0.2 -1.2 -0.3
C 2.257 -0.242 2.296 0.8 -0.1 0.4
C 2.191 -2.103 0.797 0.2 -1.6 0.7
O 2.700 -2.785 1.652 0.0 0.9 -1.0
O 2.100 -2.607 -0.690 0.6 -5.1 14.1
H -1.760 0.828 3.521 1.0 -0.5 0.1
H 0.025 0.350 3.844 -0.9 0.1 -0.5
H -1.230 -0.934 3.606 0.3 1.5 -0.4
H -0.359 1.104 1.325 -0.2 -0.9 0.2
H -1.999 -0.358 0.268 0.0 0.2 0.3
H 0.079 -1.905 2.139 0.0 0.7 -0.7
H -0.234 -1.518 0.359 0.4 0.2 1.1
H 2.055 -0.891 3.188 0.3 0.5 -0.6
H 3.363 -0.222 2.085 -1.1 -0.1 0.4
H 1.951 0.806 2.541 -0.1 -0.9 -0.6
H 1.445 -3.391 -0.610 1.2 1.0 0.1
C -2.215 -4.434 1.910 0.2 0.2 0.7
C -1.584 -3.634 2.984 -0.5 -0.7 -0.6
N -1.095 -3.014 3.816 0.0 -0.3 0.3
H -2.957 -3.833 1.390 0.1 0.0 0.0
H -1.460 -4.759 1.198 -0.1 0.1 0.0
H -2.702 -5.311 2.340 0.1 0.0 0.1
C -0.911 1.893 7.419 0.3 0.1 -0.5
C -0.185 2.300 6.194 -0.5 -0.3 0.8
N 0.378 2.612 5.247 0.2 0.2 -0.2
H -1.662 2.642 7.669 0.0 0.0 0.0
H -1.404 0.935 7.255 0.0 0.0 0.0
H -0.212 1.798 8.249 0.0 0.0 -0.1
C -2.781 -1.570 -2.671 0.2 -0.4 0.4
C -2.381 -2.462 -1.558 -0.3 0.6 -0.8
N -2.072 -3.152 -0.697 0.2 0.0 -0.2
H -3.664 -0.997 -2.389 0.0 0.0 0.0
H -1.969 -0.880 -2.903 0.0 0.0 0.1
H -3.009 -2.162 -3.558 0.0 0.0 0.1
C -6.400 -3.347 -3.156 0.3 0.3 -0.5
C -5.662 -2.962 -4.383 -0.6 -0.3 0.8
N -5.089 -2.662 -5.329 0.2 0.1 -0.1
H -7.136 -2.581 -2.911 0.0 0.0 -0.1
H -6.912 -4.295 -3.314 0.1 0.0 0.0
H -5.706 -3.453 -2.323 0.0 -0.1 -0.1
C 0.829 -0.076 -3.868 0.0 -0.2 0.6
C 1.336 -1.016 -2.835 -0.2 0.1 0.8
N 1.728 -1.752 -2.004 -2.3 6.6 -14.3
H -0.053 0.453 -3.499 0.1 0.1 0.0
H 1.601 0.653 -4.113 -0.1 0.0 0.0
H 0.562 -0.630 -4.770 0.1 0.0 0.1
C 1.883 3.071 -1.184 -0.9 -0.2 0.2
C 0.424 2.775 -1.159 1.2 0.0 0.0
N -0.700 2.545 -1.131 -0.2 -0.1 -0.1
H 2.388 2.515 -0.392 -0.2 0.0 0.1
H 2.304 2.783 -2.145 -0.1 0.0 0.0
H 2.052 4.146 -1.031 -0.4 -0.7 -0.2
C 5.775 4.666 -0.227 -0.5 0.2 0.0
C 4.379 5.109 -0.454 0.9 -0.1 0.2
N 3.300 5.458 -0.620 0.4 0.6 0.2
H 5.821 3.577 -0.222 0.0 0.1 0.0
H 6.423 5.045 -1.017 -0.1 0.0 0.0
H 6.126 5.042 0.735 -0.1 0.0 0.0
C 2.985 5.017 4.440 0.5 0.0 -0.2
C 4.324 5.231 3.846 -0.9 -0.1 0.4
N 5.355 5.417 3.382 0.3 0.0 -0.2
H 2.236 4.958 3.651 0.1 0.0 0.0
H 2.972 4.090 5.012 0.0 0.0 -0.1
H 2.739 5.847 5.103 0.1 0.0 0.0
C -5.934 -6.591 1.418 0.2 0.4 -0.4
C -5.502 -5.676 0.336 -0.3 -0.6 0.7
N -5.168 -4.969 -0.501 0.0 0.1 -0.1
H -6.830 -7.130 1.111 0.1 0.0 0.0
H -5.143 -7.309 1.634 0.0 0.0 0.0
H -6.153 -6.020 2.320 0.0 0.0 -0.1
C -1.008 5.033 -4.658 0.4 -0.3 0.1
C 0.167 4.204 -4.304 -0.8 0.6 -0.2
N 1.076 3.565 -4.029 0.2 -0.2 -0.2
H -0.870 5.466 -5.648 0.0 0.0 0.1
H -1.907 4.417 -4.660 0.1 0.0 0.0
H -1.127 5.835 -3.931 0.0 -0.1 0.0
C 4.850 -1.436 -4.563 0.1 0.4 -0.5
C 5.248 -0.609 -5.728 -0.2 -0.5 0.8
N 5.555 0.031 -6.627 0.1 0.1 -0.2
H 4.176 -2.229 -4.885 0.0 0.1 0.0
H 5.733 -1.883 -4.108 0.0 0.0 0.0
H 4.343 -0.817 -3.824 0.0 -0.1 0.0
```
Positions in Å, forces in eV/Å.

## Properties
E_tot (eV): -52726.2403
Highest occupied orbital energy (eV): -6.4
Frontier orbital gap (eV): 6.704
LUMO energy (eV): 0.32


# 3
Below is one molecule with the formula C27H44O3, with properties calculated with wB97M-V/def2-TZVPD.

Geometry as XYZ:
```
74
Properties=species:S:1:pos:R:3:forces:R:3
C 5.635 1.062 2.164 0.0 -0.2 0.2
H 6.452 1.288 2.843 0.1 0.1 0.0
H 5.845 1.502 1.192 0.0 0.1 -0.1
H 4.722 1.508 2.550 -0.1 0.1 0.0
C 5.460 -0.454 2.055 0.3 0.1 0.0
C 4.417 -0.774 1.028 0.1 0.0 0.3
C 3.345 -1.514 1.251 -0.1 0.1 -0.4
C 2.291 -1.836 0.230 -0.1 -0.2 0.3
C 2.337 -3.341 -0.046 0.0 0.2 -0.1
H 1.737 -3.601 -0.913 -0.1 -0.1 -0.1
H 1.974 -3.900 0.812 -0.1 -0.1 0.1
H 3.363 -3.646 -0.244 0.1 -0.1 0.0
H 2.525 -1.302 -0.695 0.0 0.1 0.0
C 0.932 -1.361 0.769 0.1 0.1 -0.3
H 0.725 -1.937 1.679 0.0 -0.1 0.0
C -0.309 -1.484 -0.144 0.0 -0.3 0.3
C 0.003 -1.043 -1.575 -0.1 0.0 0.2
H 0.480 -1.849 -2.128 0.1 -0.1 -0.1
H 0.669 -0.186 -1.581 0.1 0.2 -0.1
H -0.909 -0.759 -2.095 0.0 0.0 -0.1
C -0.993 -2.854 -0.137 0.0 0.1 -0.2
H -0.381 -3.601 -0.642 0.1 -0.1 0.1
C -2.357 -2.790 -0.825 0.0 -0.1 0.2
H -2.221 -2.594 -1.890 0.0 0.0 -0.1
H -2.853 -3.759 -0.732 0.0 0.0 -0.1
C -3.259 -1.705 -0.226 -0.1 0.0 -0.3
C -2.563 -0.373 -0.190 -0.1 0.1 0.3
C -3.024 0.765 -0.722 0.4 -0.1 0.3
C -4.246 0.930 -1.471 -0.4 0.1 -0.3
C -4.783 2.083 -1.886 0.1 -0.2 -0.1
C -4.264 3.455 -1.578 -0.1 0.0 0.3
H -3.330 3.420 -1.016 0.0 0.0 0.0
C -5.322 4.213 -0.761 -0.1 -0.3 -0.1
C -6.624 4.299 -1.555 0.2 -0.2 0.4
C -7.138 2.903 -1.913 -0.1 0.4 -0.6
O -7.486 2.155 -0.767 0.0 -0.2 0.3
H -8.077 2.683 -0.219 0.0 0.0 0.0
C -6.063 2.110 -2.669 -0.3 0.0 0.4
H -5.902 2.590 -3.638 0.0 0.0 -0.1
H -6.433 1.098 -2.836 0.0 0.0 -0.1
H -8.026 3.009 -2.561 0.2 0.0 0.1
H -6.443 4.871 -2.466 0.0 0.1 -0.1
H -7.367 4.840 -0.964 -0.1 0.0 0.0
O -4.918 5.534 -0.461 0.1 0.3 0.0
H -4.073 5.501 -0.001 -0.1 0.0 0.0
H -5.506 3.655 0.172 0.0 0.1 -0.2
H -4.087 4.008 -2.506 0.0 0.1 0.0
H -4.771 0.023 -1.736 -0.1 -0.1 -0.1
H -2.430 1.657 -0.584 0.2 0.1 0.1
C -1.265 -0.482 0.550 0.1 0.3 -0.2
C -0.388 0.744 0.775 -0.1 -0.1 0.1
H -0.314 1.339 -0.134 0.0 0.1 0.0
H -0.777 1.383 1.567 0.0 0.1 0.0
C 0.982 0.143 1.136 -0.1 0.0 0.0
H 1.199 0.266 2.197 0.1 0.1 0.0
H 1.781 0.640 0.587 0.1 0.0 0.0
H -1.494 -0.904 1.538 0.0 -0.1 0.0
H -4.191 -1.659 -0.788 -0.1 0.0 0.1
H -3.510 -1.987 0.802 0.0 0.0 0.0
H -1.129 -3.181 0.898 0.0 0.0 0.1
H 3.189 -1.957 2.226 0.0 -0.1 0.3
H 4.569 -0.328 0.053 -0.1 0.1 -0.2
H 5.127 -0.827 3.029 0.0 -0.1 0.0
C 6.804 -1.175 1.776 -0.3 -0.4 -0.4
C 7.484 -0.695 0.489 -0.2 0.0 0.4
H 7.751 0.355 0.571 0.0 0.1 0.0
H 8.395 -1.267 0.317 0.1 -0.1 0.0
H 6.828 -0.834 -0.365 0.0 0.0 -0.2
C 6.569 -2.689 1.695 0.1 0.4 0.1
H 6.113 -3.044 2.616 -0.1 -0.1 0.1
H 7.514 -3.212 1.553 0.1 0.0 0.0
H 5.910 -2.926 0.865 0.0 -0.1 -0.1
O 7.627 -0.880 2.896 0.2 0.1 0.2
H 8.474 -1.324 2.775 0.0 0.0 0.0
```
Positions in Å, forces in eV/Å.

## Properties
E_tot (eV): -34855.6399
Highest occupied orbital energy (eV): -7.9
Frontier orbital gap (eV): 8.584
LUMO energy (eV): 0.72
SMILES: C[C@H](/C=C/[C@H](C)C(C)(C)O)[C@H]1CC[C@H]2/C(=C/C=C3C[C@@H](O)C[C@H](O)C3)CCC[C@]12C


Question: What is the highest occupied orbital energy in the third record?
Answer: -7.9 eV


Question: Which of these has the lowest E_tot?
Answer: C27H44Cl2O18


Question: Number 1 is which compound?
Answer: C27H44Cl2O18